C37H113N25O16 | ωB97M-V/def2-TZVPD

Last columns: bonded neighbours and bond lengths (Å).
Cartesian coordinates (Å):
1 C -0.0701 6.3114 -3.2233  O2 1.214, N3 1.285, N4 1.320
2 O 0.0399 5.7104 -2.1738  C1 1.214
3 N -1.1781 6.3847 -3.8698  C1 1.285, H5 1.010, H6 1.010
4 N 0.8567 7.0285 -3.8312  C1 1.320, H7 1.010, H8 1.010
5 H -1.2854 7.0430 -4.6282  N3 1.010
6 H -1.9527 5.8033 -3.5832  N3 1.010
7 H 1.6891 7.1882 -3.2819  N4 1.010
8 H 0.7564 7.4931 -4.7224  N4 1.010
9 C -1.2830 0.1425 9.9519  O10 1.231, N11 1.315, N12 1.290
10 O -2.2394 -0.2417 9.2792  C9 1.231
11 N -0.3852 1.0122 9.5448  C9 1.315, H13 1.010, H14 1.010
12 N -1.1231 -0.1645 11.1949  C9 1.290, H15 1.010, H16 1.010
13 H -0.4828 1.5085 8.6706  N11 1.010
14 H 0.3976 1.2394 10.1412  N11 1.010
15 H -1.7845 -0.6427 11.7899  N12 1.010
16 H -0.2684 0.0782 11.6752  N12 1.010
17 C -1.8146 9.2818 1.7795  O18 1.169, N19 1.348, N20 1.244
18 O -2.0300 10.1218 2.5634  C17 1.169
19 N -0.7305 8.4841 1.6985  C17 1.348, H21 1.010, H22 1.010
20 N -2.5526 9.1133 0.7927  C17 1.244, H23 1.010, H24 1.010
21 H -0.4936 7.7472 1.0497  N19 1.010
22 H 0.0778 8.7047 2.2625  N19 1.010
23 H -3.3089 9.7694 0.6599  N20 1.010
24 H -2.0852 8.6075 0.0540  N20 1.010
25 C 4.2211 -4.2273 0.5398  O26 1.275, N27 1.310, N28 1.262
26 O 5.2005 -5.0005 0.2764  C25 1.275
27 N 3.3534 -3.9040 -0.3876  C25 1.310, H29 1.010, H30 1.010
28 N 3.7747 -3.9872 1.6957  C25 1.262, H31 1.010, H32 1.010
29 H 3.7764 -4.2092 -1.2525  N27 1.010
30 H 2.5259 -3.3511 -0.2156  N27 1.010
31 H 3.0062 -3.3656 1.9034  N28 1.010
32 H 4.3039 -4.3818 2.4602  N28 1.010
33 C -2.8839 -3.8291 -8.2119  O34 1.236, N35 1.294, N36 1.302
34 O -3.7653 -3.0058 -7.9398  C33 1.236
35 N -1.8619 -4.0830 -7.4597  C33 1.294, H37 1.010, H38 1.010
36 N -2.8885 -4.4486 -9.3573  C33 1.302, H39 1.010, H40 1.010
37 H -1.6945 -3.5675 -6.6074  N35 1.010
38 H -1.2429 -4.8389 -7.7156  N35 1.010
39 H -3.6891 -4.3309 -9.9616  N36 1.010
40 H -2.1005 -5.0359 -9.5901  N36 1.010
41 C -6.0391 0.0219 4.4163  O42 1.213, N43 1.320, N44 1.245
42 O -7.0678 0.1940 3.7972  C41 1.213
43 N -5.9662 -0.1876 5.7177  C41 1.320, H45 1.010, H46 1.010
44 N -4.8913 0.1541 3.9533  C41 1.245, H47 1.010, H48 1.010
45 H -6.8216 -0.1731 6.2545  N43 1.010
46 H -5.0506 -0.0530 6.1223  N43 1.010
47 H -4.8487 0.5265 3.0155  N44 1.010
48 H -4.1206 -0.0422 4.5759  N44 1.010
49 C -5.8868 4.6620 1.4607  O50 1.213, N51 1.296, N52 1.310
50 O -4.8176 4.0936 1.5339  C49 1.213
51 N -6.0153 5.9308 1.2279  C49 1.296, H53 1.010, H54 1.010
52 N -7.0732 4.1684 1.7168  C49 1.310, H55 1.010, H56 1.010
53 H -6.8901 6.4329 1.2810  N51 1.010
54 H -5.1884 6.5102 1.2041  N51 1.010
55 H -7.9444 4.6245 1.4861  N52 1.010
56 H -7.1939 3.2180 2.0364  N52 1.010
57 C 3.8337 6.0246 2.9028  O58 1.196, N59 1.326, N60 1.309
58 O 4.8524 6.6296 3.0631  C57 1.196
59 N 3.2112 5.7920 1.7553  C57 1.326, H61 1.010, H62 1.010
60 N 3.1742 5.4618 3.8837  C57 1.309, H63 1.010, H64 1.010
61 H 3.6589 6.0905 0.9005  N59 1.010
62 H 2.6143 4.9798 1.6918  N59 1.010
63 H 2.3118 5.0205 3.5978  N60 1.010
64 H 3.4494 5.5925 4.8466  N60 1.010
65 C -2.8290 4.6573 6.8115  O66 1.201, N67 1.279, N68 1.231
66 O -1.8300 4.0212 6.6108  C65 1.201
67 N -3.5600 5.1340 5.8764  C65 1.279, H69 1.010, H70 1.010
68 N -3.2916 4.9027 7.9255  C65 1.231, H71 1.010, H72 1.010
69 H -4.3464 5.7502 6.0248  N67 1.010
70 H -3.4280 4.7452 4.9536  N67 1.010
71 H -2.7648 4.4282 8.6448  N68 1.010
72 H -3.9484 5.6461 8.1155  N68 1.010
73 C 0.4338 0.7283 2.7064  C74 1.552, H79 1.090, H80 1.090, H81 1.090
74 C 0.5466 1.2969 1.2672  C73 1.552, C75 1.586, N78 1.448, H82 1.090
75 C -0.3755 0.4804 0.2687  C74 1.586, O76 1.416, H83 1.090, H84 1.090
76 O -0.1112 -0.9108 0.3038  C75 1.416, C77 1.428
77 C -0.6615 -1.6955 -0.7553  O76 1.428, H85 1.090, H86 1.090, H87 1.090
78 N 0.0713 2.6642 1.3014  C74 1.448, H88 1.010, H89 1.010
79 H 0.8072 1.3818 3.4948  C73 1.090
80 H 0.9245 -0.2437 2.6568  C73 1.090
81 H -0.6192 0.6033 2.9585  C73 1.090
82 H 1.5785 1.2019 0.9290  C74 1.090
83 H -0.1284 0.8477 -0.7273  C75 1.090
84 H -1.4094 0.5152 0.6121  C75 1.090
85 H -0.3240 -1.2742 -1.7022  C77 1.090
86 H -1.7337 -1.7157 -0.9506  C77 1.090
87 H -0.3188 -2.7296 -0.7900  C77 1.090
88 H -0.0976 3.0349 0.3772  N78 1.010
89 H -0.8703 2.6586 1.6667  N78 1.010
90 C -6.1293 7.0599 -4.3465  C91 1.531, H96 1.090, H97 1.090, H98 1.090
91 C -6.7386 5.7642 -4.8895  C90 1.531, C92 1.544, N95 1.426, H99 1.090
92 C -6.2842 4.5627 -4.0324  C91 1.544, O93 1.453, H100 1.090, H101 1.090
93 O -4.9577 4.2251 -4.5187  C92 1.453, C94 1.396
94 C -4.6361 2.9454 -4.0641  O93 1.396, H102 1.090, H103 1.090, H104 1.090
95 N -8.1624 5.8196 -4.8465  C91 1.426, H105 1.010, H106 1.010
96 H -5.0442 6.9979 -4.4297  C90 1.090
97 H -6.3526 7.2781 -3.3022  C90 1.090
98 H -6.4337 7.9072 -4.9609  C90 1.090
99 H -6.4258 5.5966 -5.9201  C91 1.090
100 H -6.9078 3.6884 -4.2187  C92 1.090
101 H -6.3528 4.7630 -2.9632  C92 1.090
102 H -4.2336 3.0296 -3.0546  C94 1.090
103 H -3.8670 2.6089 -4.7594  C94 1.090
104 H -5.3999 2.1715 -4.1405  C94 1.090
105 H -8.5836 6.5828 -5.3567  N95 1.010
106 H -8.1687 6.0964 -3.8752  N95 1.010
107 C 7.3555 1.1286 -6.3616  C108 1.472, H113 1.090, H114 1.090, H115 1.090
108 C 7.9526 -0.1655 -5.9942  C107 1.472, C109 1.588, N112 1.386, H116 1.090
109 C 7.1126 -0.7030 -4.7586  C108 1.588, O110 1.439, H117 1.090, H118 1.090
110 O 7.2792 0.1234 -3.5923  C109 1.439, C111 1.410
111 C 6.2760 -0.1496 -2.6394  O110 1.410, H119 1.090, H120 1.090, H121 1.090
112 N 7.6747 -0.9381 -7.1104  C108 1.386, H122 1.010, H123 1.010
113 H 7.3988 1.9048 -5.5975  C107 1.090
114 H 6.3072 1.0116 -6.6363  C107 1.090
115 H 8.0260 1.4537 -7.1572  C107 1.090
116 H 9.0269 -0.1181 -5.8156  C108 1.090
117 H 7.6177 -1.6222 -4.4620  C109 1.090
118 H 6.0881 -0.9091 -5.0688  C109 1.090
119 H 6.4853 -1.1529 -2.2684  C111 1.090
120 H 5.2119 -0.1066 -2.8717  C111 1.090
121 H 6.4266 0.3595 -1.6874  C111 1.090
122 H 6.6758 -0.7895 -7.1284  N112 1.010
123 H 7.7283 -1.9195 -6.8780  N112 1.010
124 C -1.1654 2.3749 -8.4770  C125 1.497, H130 1.090, H131 1.090, H132 1.090
125 C -0.0979 3.3550 -8.1006  C124 1.497, C126 1.506, N129 1.429, H133 1.090
126 C 1.2546 2.7054 -7.9742  C125 1.506, O127 1.443, H134 1.090, H135 1.090
127 O 1.2473 1.6269 -7.0152  C126 1.443, C128 1.394
128 C 1.5687 2.0649 -5.7311  O127 1.394, H136 1.090, H137 1.090, H138 1.090
129 N -0.2117 4.4762 -8.9798  C125 1.429, H139 1.010, H140 1.010
130 H -2.1850 2.7533 -8.5498  C124 1.090
131 H -1.3225 1.7250 -7.6161  C124 1.090
132 H -0.9669 1.7998 -9.3814  C124 1.090
133 H -0.4453 3.7975 -7.1670  C125 1.090
134 H 2.0450 3.4445 -7.8437  C126 1.090
135 H 1.4905 2.1728 -8.8954  C126 1.090
136 H 0.9564 2.8966 -5.3828  C128 1.090
137 H 2.6008 2.4002 -5.6281  C128 1.090
138 H 1.3249 1.2677 -5.0289  C128 1.090
139 H 0.0572 4.1043 -9.8795  N129 1.010
140 H 0.5267 5.1106 -8.7106  N129 1.010
141 C 7.4850 -2.3374 5.3983  C142 1.523, H147 1.090, H148 1.090, H149 1.090
142 C 6.2963 -2.5633 6.3229  C141 1.523, C143 1.523, N146 1.437, H150 1.090
143 C 5.2543 -1.4696 6.1294  C142 1.523, O144 1.477, H151 1.090, H152 1.090
144 O 5.7605 -0.2256 6.7442  C143 1.477, C145 1.453
145 C 5.0414 0.9868 6.3925  O144 1.453, H153 1.090, H154 1.090, H155 1.090
146 N 5.7022 -3.8309 5.9965  C142 1.437, H156 1.010, H157 1.010
147 H 7.1239 -2.0792 4.4028  C141 1.090
148 H 8.2063 -3.1409 5.2493  C141 1.090
149 H 8.0764 -1.5092 5.7889  C141 1.090
150 H 6.6703 -2.6555 7.3425  C142 1.090
151 H 4.2599 -1.6488 6.5382  C143 1.090
152 H 5.1556 -1.2935 5.0583  C143 1.090
153 H 4.0202 0.8919 6.7616  C145 1.090
154 H 5.0897 1.2747 5.3423  C145 1.090
155 H 5.4323 1.8787 6.8823  C145 1.090
156 H 4.9032 -3.8989 6.6105  N146 1.010
157 H 6.3549 -4.6000 5.9458  N146 1.010
158 C 0.7815 -14.0791 -0.7228  C159 1.550, H164 1.090, H165 1.090, H166 1.090
159 C 1.6275 -13.1559 -1.6356  C158 1.550, C160 1.554, N163 1.471, H167 1.090
160 C 2.0762 -11.7618 -1.1168  C159 1.554, O161 1.486, H168 1.090, H169 1.090
161 O 1.2335 -10.5484 -1.2786  C160 1.486, C162 1.419
162 C 1.8805 -9.3115 -1.0243  O161 1.419, H170 1.090, H171 1.090, H172 1.090
163 N 2.6489 -14.0406 -2.2172  C159 1.471, H173 1.010, H174 1.010
164 H -0.0378 -13.4669 -0.3457  C158 1.090
165 H 1.3585 -14.4086 0.1413  C158 1.090
166 H 0.4014 -14.9587 -1.2423  C158 1.090
167 H 0.9646 -12.9159 -2.4669  C159 1.090
168 H 3.0925 -11.5209 -1.4287  C160 1.090
169 H 2.0858 -11.9876 -0.0505  C160 1.090
170 H 1.9537 -9.1438 0.0502  C162 1.090
171 H 1.1638 -8.5490 -1.3293  C162 1.090
172 H 2.8606 -9.1490 -1.4727  C162 1.090
173 H 3.2442 -13.4152 -2.7412  N163 1.010
174 H 3.1825 -14.3535 -1.4188  N163 1.010
175 C -3.5366 -5.9637 1.7801  C176 1.521, H181 1.090, H182 1.090, H183 1.090
176 C -3.1516 -6.2773 3.2179  C175 1.521, C177 1.543, N180 1.452, H184 1.090
177 C -2.3838 -5.1246 3.8968  C176 1.543, O178 1.426, H185 1.090, H186 1.090
178 O -2.0567 -5.5041 5.2316  C177 1.426, C179 1.414
179 C -1.0423 -4.6688 5.7527  O178 1.414, H187 1.090, H188 1.090, H189 1.090
180 N -4.3947 -6.6351 3.8781  C176 1.452, H190 1.010, H191 1.010
181 H -2.6621 -5.8909 1.1335  C175 1.090
182 H -3.8682 -4.9296 1.6865  C175 1.090
183 H -4.2455 -6.5791 1.2261  C175 1.090
184 H -2.5404 -7.1792 3.1822  C176 1.090
185 H -3.0638 -4.2766 3.9782  C177 1.090
186 H -1.6012 -4.7805 3.2205  C177 1.090
187 H -0.5998 -5.1535 6.6230  C179 1.090
188 H -1.1596 -3.6135 5.9990  C179 1.090
189 H -0.2175 -4.4773 5.0662  C179 1.090
190 H -5.0815 -5.9087 3.7341  N180 1.010
191 H -4.1773 -6.5900 4.8633  N180 1.010

Output
2S+1 = 1
Kohn-Sham gap = 9.14 eV
Highest occupied orbital energy = -9.3 eV
Lowest unoccupied orbital energy = -0.11 eV
Energy relative to the best compared isomer or geometry (same formula, charge and spin) = 11.2124 eV
Molecular weight = 1164.47 g mol⁻¹